(1)
ClO8P2Y3 | ωB97M-V with the def2-TZVPD basis set

CARTESIAN COORDINATES (ANGSTROEM)
Y1 -9.33 19.14 12.51
Y2 -16.56 25.84 12.90
Y3 -9.47 26.00 13.77
P1 -5.94 22.63 14.44
O1 -7.07 22.72 13.42
O2 -4.58 22.31 13.68
O3 -6.10 24.06 14.98
O4 -6.54 21.26 15.06
P2 -12.65 27.67 17.60
O5 -12.75 29.27 17.52
O6 -13.31 27.38 16.25
O7 -13.41 27.60 18.95
O8 -11.15 27.24 17.40
Cl1 -12.81 22.69 13.57

E	-1858.37434	Eh
largest force on an atom	3.81	eV/A
spin multiplicity	1
highest occupied orbital energy	-13.32	eV
charge	+2

(2)
ClZn2 | ωB97M-V with the def2-TZVPD basis set

CARTESIAN COORDINATES (ANGSTROEM)
Zn1 -2.84 -2.14 2.78
Zn2 2.94 2.13 -2.89
Cl1 -0.10 0.01 0.10

E	-4017.23488	Eh
largest force on an atom	0.22	eV/A
spin multiplicity	1
highest occupied orbital energy	-20.24	eV
energy above the lowest of the compared OMol25 structures with the same formula, charge and spin	80.8	kcal/mol
charge	+3

(3)
CoH12O7 | ωB97M-V with the def2-TZVPD basis set

CARTESIAN COORDINATES (ANGSTROEM)
Co1 -19.27 -0.38 -1.60
O1 -18.77 0.69 -3.16
H1 -18.49 1.56 -2.87
O2 -17.69 -0.03 -0.48
H2 -17.74 0.89 -0.75
O3 -18.59 0.48 -6.06
H3 -19.23 -0.11 -6.47
H4 -18.82 0.48 -5.11
O4 -20.00 3.07 -4.44
H5 -20.30 2.25 -4.04
H6 -20.60 3.75 -4.11
O5 -16.53 1.55 -4.73
H7 -15.63 1.63 -4.39
H8 -17.09 1.44 -3.94
O6 -15.23 1.07 -1.33
H9 -16.12 0.73 -1.06
H10 -14.90 0.41 -1.95
O7 -20.18 1.40 -0.85
H11 -19.96 2.34 -0.92
H12 -20.87 1.36 -0.17

E	-1916.54672	Eh
largest force on an atom	2.82	eV/A
spin multiplicity	4
highest occupied orbital energy (spin up / spin down)	-9.84 / -9.84	eV
energy above the lowest of the compared OMol25 structures with the same formula, charge and spin	55.0	kcal/mol
charge	0

(4)
CoHO2S | ωB97M-V with the def2-TZVPD basis set

CARTESIAN COORDINATES (ANGSTROEM)
Co1 0.54 -0.80 0.14
S1 2.19 0.98 0.11
O1 0.33 1.04 0.34
O2 -1.27 -0.80 0.06
H1 -1.79 -0.42 -0.65

E	-1931.89323	Eh
largest force on an atom	5.55	eV/A
spin multiplicity	5
highest occupied orbital energy (spin up / spin down)	-9.40 / -9.97	eV
energy above the lowest of the compared OMol25 structures with the same formula, charge and spin	0.0	kcal/mol
charge	0

(5)
CrH52O26 | ωB97M-V with the def2-TZVPD basis set

CARTESIAN COORDINATES (ANGSTROEM)
Cr1 -24.75 0.44 -0.83
O1 -22.44 2.50 2.22
H1 -21.95 3.28 2.45
H2 -22.75 2.16 3.06
O2 -27.59 -0.71 -3.88
H3 -27.53 -0.70 -4.83
H4 -28.51 -0.90 -3.71
O3 -25.81 2.10 -1.28
H5 -26.74 2.13 -1.49
H6 -25.49 2.98 -1.45
O4 -22.30 4.54 0.11
H7 -21.75 4.31 -0.64
H8 -21.70 4.93 0.74
O5 -25.75 -0.93 -2.12
H9 -26.59 -0.78 -2.56
H10 -25.47 -1.80 -2.42
O6 -23.14 1.79 -0.41
H11 -22.56 2.11 -1.10
H12 -22.86 2.26 0.38
O7 -26.64 -3.89 0.20
H13 -26.73 -3.98 1.15
H14 -26.67 -4.79 -0.13
O8 -23.08 -3.66 -0.51
H15 -23.93 -3.65 -0.96
H16 -22.76 -4.55 -0.62
O9 -23.05 -0.46 1.59
H17 -22.34 -1.09 1.47
H18 -22.65 0.27 2.07
O10 -20.34 0.48 -0.26
H19 -20.02 -0.15 -0.90
H20 -19.61 0.60 0.35
O11 -24.02 1.03 -2.89
H21 -23.82 1.89 -3.26
H22 -23.80 0.41 -3.58
O12 -24.06 3.69 -3.94
H23 -24.37 3.32 -4.77
H24 -24.61 4.46 -3.79
O13 -26.30 4.97 -1.50
H25 -26.41 5.80 -1.96
H26 -26.65 5.14 -0.62
O14 -27.56 0.21 -0.44
H27 -27.99 0.39 0.40
H28 -28.03 -0.55 -0.79
O15 -25.28 1.17 1.12
H29 -25.02 0.56 1.81
H30 -25.53 1.97 1.58
O16 -20.71 -1.72 -2.50
H31 -20.98 -2.57 -2.85
H32 -20.05 -1.41 -3.12
O17 -21.71 3.15 -2.35
H33 -22.36 3.63 -2.85
H34 -20.90 3.24 -2.85
O18 -25.35 -1.38 0.46
H35 -25.52 -2.29 0.20
H36 -25.45 -1.39 1.41
O19 -28.74 -2.38 -0.52
H37 -29.62 -2.68 -0.71
H38 -28.26 -3.17 -0.27
O20 -23.21 -0.89 -1.23
H39 -22.43 -0.65 -1.72
H40 -23.03 -1.78 -0.91
O21 -22.83 -1.44 -4.72
H41 -22.02 -0.98 -4.93
H42 -22.76 -2.28 -5.17
O22 -20.62 -1.93 1.10
H43 -19.72 -2.27 1.08
H44 -20.91 -1.96 0.19
O23 -25.53 3.51 2.29
H45 -25.72 4.28 1.76
H46 -25.13 3.86 3.09
O24 -26.56 2.21 -4.48
H47 -27.14 1.79 -3.85
H48 -27.14 2.68 -5.07
O25 -24.76 -3.29 -2.95
H49 -25.33 -4.05 -3.07
H50 -24.48 -3.05 -3.83
O26 -28.60 2.72 -2.50
H51 -28.53 3.60 -2.87
H52 -28.73 2.86 -1.57

E	-3031.13384	Eh
largest force on an atom	2.08	eV/A
spin multiplicity	4
highest occupied orbital energy (spin up / spin down)	-17.64 / -17.64	eV
charge	+3

(6)
CsF2NNaO4S2 | ωB97M-V with the def2-TZVPD basis set

CARTESIAN COORDINATES (ANGSTROEM)
Na1 3.19 -0.27 -0.71
Cs1 -2.72 -0.95 -2.42
N1 0.67 -0.10 -0.40
S1 0.19 -0.87 1.01
O1 -1.08 -1.60 0.78
O2 0.25 -0.17 2.29
F1 1.23 -2.01 1.08
S2 -0.22 1.07 -0.24
O3 0.21 2.21 0.59
O4 -1.68 0.86 -0.28
F2 -0.04 1.82 -1.69

E	-1533.54877	Eh
largest force on an atom	11.02	eV/A
spin multiplicity	2
highest occupied orbital energy (spin up / spin down)	-19.41 / -19.13	eV
charge	+2

(7)
CsH6O7P | ωB97M-V with the def2-TZVPD basis set

CARTESIAN COORDINATES (ANGSTROEM)
Cs1 0.12 -0.24 1.24
P1 1.05 1.49 -1.58
O1 -0.37 0.94 -2.03
O2 0.80 2.46 -0.39
O3 1.78 2.20 -2.76
O4 1.86 0.24 -1.08
O5 2.75 -1.99 0.05
H1 2.12 -2.67 -0.19
H2 2.37 -1.13 -0.34
O6 -2.14 1.28 -0.23
H3 -1.36 1.20 -0.90
H4 -1.95 2.09 0.25
O7 -2.12 -1.64 2.63
H5 -2.64 -2.06 1.93
H6 -2.27 -2.18 3.41

E	-891.86240	Eh
largest force on an atom	1.63	eV/A
spin multiplicity	1
highest occupied orbital energy	1.31	eV
energy above the lowest of the compared OMol25 structures with the same formula, charge and spin	15.8	kcal/mol
charge	-2

(8)
EuH3O3 | ωB97M-V with the def2-TZVPD basis set

CARTESIAN COORDINATES (ANGSTROEM)
O1 0.60 -0.80 1.47
Eu1 -0.63 -1.40 -0.85
O2 -0.43 0.10 0.97
H1 0.24 1.29 -0.28
O3 0.24 0.79 -1.37
H2 -0.10 1.39 -2.04
H3 0.09 -1.38 2.08

E	-937.66558	Eh
largest force on an atom	4.62	eV/A
spin multiplicity	9
highest occupied orbital energy (spin up / spin down)	-4.81 / -9.09	eV
charge	0